Entry 1:
ORCA calculation (ωB97M-V with the def2-TZVPD basis set) on a single C4H9NO4 molecule.

Geometry as XYZ:
```
18
Properties=species:S:1:pos:R:3:nbo_charge:R:1
O 0.223 -1.539 0.045 -0.82
O 2.736 0.207 -0.263 -0.57
C 0.432 0.812 -0.364 -0.10
C -0.671 -0.357 0.022 0.38
H 2.473 0.266 -1.217 0.54
N -1.458 -0.512 -1.197 -0.89
H 0.006 0.276 -2.119 0.52
O 1.744 0.444 1.672 -0.60
H -2.435 0.024 1.214 0.21
C 1.658 0.475 0.381 0.88
H -0.115 -2.002 0.829 0.50
H -2.352 -0.043 -1.121 0.38
C -1.364 -0.136 1.271 -0.97
H -0.915 0.575 1.974 0.14
H 0.843 0.440 2.060 0.54
H -1.597 -1.495 -1.392 0.39
O 0.762 0.787 -1.734 -0.75
H 0.030 1.778 -0.061 0.22
```

Output
- frontier orbital gap (eV) = 6.55
- max |F| (eV/A) = 0.69
- energy above the lowest of the compared OMol25 structures with the same formula, charge and spin (eV) = 4.330
- E_LUMO (eV) = 0.11
- HOMO level (eV) = -6.44

---

Entry 2:
ORCA calculation (ωB97M-V with the def2-TZVPD basis set) on 7 unconnected molecules or ions with the total composition C24H29ClN2O21P2S.

Geometry as XYZ:
```
80
Properties=species:S:1:pos:R:3:mulliken_charge:R:1
H -6.178 4.075 1.414 -0.13
C -0.900 3.253 -3.834 -0.35
C -7.267 4.107 1.314 0.24
O 0.071 0.040 -3.251 -0.56
H -2.411 -7.985 -0.526 0.27
C -9.018 4.509 2.640 0.65
C 3.454 6.988 0.032 0.60
O -3.937 -7.090 -3.202 -0.31
H -1.795 0.739 1.358 0.11
H -1.152 2.362 1.715 0.18
C -2.664 -7.402 -3.584 0.61
C 0.129 -7.282 0.856 0.67
O 4.134 -2.793 -1.901 -0.50
O 6.607 -4.140 -2.307 -0.51
H 5.817 8.072 1.028 0.27
C 3.131 0.933 1.456 0.32
C -3.016 1.901 2.712 -0.31
O -4.405 3.949 0.369 -0.63
C -0.338 3.327 -2.452 -0.21
C 3.359 -1.867 1.443 -0.49
C -2.615 -7.300 -1.354 -0.23
P 5.262 -3.977 -1.213 0.78
O 2.917 6.034 -0.506 -0.49
O -3.789 3.038 2.374 -0.32
H -1.996 3.249 -3.840 0.26
O 1.072 -6.318 0.643 -0.25
P 5.965 -3.277 0.767 -0.13
H -7.866 5.714 -0.001 0.29
H 2.579 -9.122 0.246 0.30
C -0.182 1.232 -3.211 0.62
H 5.523 -4.162 1.814 0.10
H 3.372 -2.637 -1.242 0.36
C -2.066 1.778 1.565 -0.03
H 1.737 -8.376 -1.136 0.28
O 4.433 -5.307 -0.977 -0.61
O 0.622 -8.524 0.578 -0.31
S 3.704 3.465 1.271 0.34
H -2.326 -6.287 -1.056 0.25
O -9.046 5.486 1.687 -0.32
O 4.128 6.926 1.218 -0.24
O -0.436 2.004 -4.308 -0.32
O -9.886 4.340 3.481 -0.56
C 4.725 1.170 1.067 0.56
O 3.460 8.256 -0.474 -0.31
C 3.977 9.100 0.538 -0.35
C 1.876 -8.338 -0.050 -0.37
H -0.984 3.884 -1.768 0.25
H -4.461 -8.377 -1.694 0.25
H 6.805 -0.138 0.544 0.28
O -2.282 -7.438 -4.742 -0.56
N 5.211 2.600 0.916 -0.51
H 2.902 -6.454 -0.319 0.20
C -7.775 5.490 1.065 -0.37
H 4.583 9.900 0.104 0.30
H -7.152 6.256 1.539 0.29
H -7.573 3.402 0.534 0.24
H -0.545 4.067 -4.472 0.31
H -4.676 -6.649 -1.316 0.30
C 2.408 -0.525 1.657 0.05
H 0.665 3.766 -2.431 0.25
H 3.141 9.544 1.088 0.26
C -4.033 -7.376 -1.820 -0.31
H -3.681 1.035 2.798 0.28
C 5.676 -0.173 0.851 -0.47
C 4.967 -1.640 1.042 0.20
H 7.353 -4.683 -1.880 0.37
O -2.790 2.333 0.482 -0.29
H 2.854 -7.027 1.367 0.16
H 4.797 8.465 2.435 0.28
O -7.893 3.743 2.529 -0.32
H 2.912 -2.969 1.535 0.34
C 2.300 -6.985 0.423 0.01
O -0.249 1.969 -2.064 -0.24
H -2.501 2.050 3.665 0.29
O -1.006 -7.062 1.243 -0.60
N 2.449 2.285 1.565 -0.41
Cl 0.624 -0.830 2.062 -0.18
C -3.721 3.175 1.018 0.68
C 4.785 8.169 1.382 -0.31
O -1.875 -7.668 -2.503 -0.27
```

Output
- frontier orbital gap (eV) = 6.92
- max |F| (eV/A) = 7.54
- energy above the lowest of the compared OMol25 structures with the same formula, charge and spin (eV) = 9.089
- E_LUMO (eV) = -2.23
- HOMO level (eV) = -9.15

---

Entry 3:
ORCA calculation (ωB97M-V with the def2-TZVPD basis set) on a single C4H6Br2O2S molecule.

Geometry as XYZ:
```
15
Properties=species:S:1:pos:R:3:nbo_charge:R:1
Br -2.625 -0.533 -0.776 0.36
O 0.377 2.446 0.081 -0.91
H -0.002 -1.545 -1.057 0.23
Br -2.020 1.529 1.671 0.08
C -1.309 0.313 0.408 -0.61
H -0.716 -1.589 1.523 0.24
H 2.060 0.295 0.067 0.24
O -0.487 1.523 -1.981 -0.93
H 0.314 -0.040 1.649 0.23
C -0.341 -0.697 1.019 -0.49
S -0.002 1.329 -0.658 2.15
H 1.626 -0.143 -1.571 0.25
C 0.551 -1.168 -0.170 -0.41
H 1.252 -1.811 0.384 0.24
C 1.322 0.091 -0.590 -0.65
```

Output
- 2S+1 = 3
- frontier orbital gap (spin up / spin down) (eV) = 6.19 / 5.63
- max |F| (eV/A) = 5.43
- E_LUMO (spin up / spin down) (eV) = 0.60 / -4.42
- HOMO level (spin up / spin down) (eV) = -5.60 / -10.05

---

Entry 4:
ORCA calculation (ωB97M-V with the def2-TZVPD basis set) on a single C3H5IO molecule.

Geometry as XYZ:
```
10
Properties=species:S:1:pos:R:3:nbo_charge:R:1
H 0.886 -1.801 1.921 0.50
C -0.244 -0.571 0.659 -0.14
O 0.082 -1.696 1.403 -0.73
H 0.108 0.329 1.039 0.17
I 1.121 -2.526 -1.103 0.15
H 0.348 1.339 -1.422 0.17
C 0.289 -0.621 -0.705 -0.14
H -1.260 -0.486 0.554 0.19
H 0.950 0.181 -2.723 0.21
C 0.529 0.350 -1.738 -0.37
```

Output
- 2S+1 = 3
- frontier orbital gap (spin up / spin down) (eV) = 6.54 / 7.23
- max |F| (eV/A) = 4.82
- energy above the lowest of the compared OMol25 structures with the same formula, charge and spin (eV) = 0.916
- E_LUMO (spin up / spin down) (eV) = 0.60 / -1.95
- HOMO level (spin up / spin down) (eV) = -5.94 / -9.18

---

Entry 5:
ORCA calculation (ωB97M-V with the def2-TZVPD basis set) on 2 unconnected molecules or ions with the total composition C11H14N2O2.

Geometry as XYZ:
```
29
Properties=species:S:1:pos:R:3:nbo_charge:R:1
H 0.801 -3.077 -2.805 0.20
H -0.706 -2.212 0.437 0.20
C 0.141 -2.660 -2.031 -0.08
N 0.088 -0.402 0.873 -0.18
C -1.233 2.177 2.253 -0.24
C -0.364 2.388 3.064 -0.03
H -2.618 -0.084 -3.677 0.23
C 0.119 -1.570 0.265 0.02
H 3.217 2.536 0.403 0.23
H -0.583 -3.456 -1.529 0.21
C 1.499 1.450 0.941 0.40
H 0.033 1.442 4.818 0.24
N 0.742 0.605 0.542 -0.25
H -1.751 1.821 1.322 0.25
C -4.304 -0.812 -2.601 -0.27
C -3.015 -0.894 -3.066 -0.33
H -5.083 -0.012 -2.786 0.21
H 2.221 3.179 1.722 0.22
C 2.311 2.456 1.044 -0.62
O -2.575 -2.916 -1.952 -0.60
H 1.352 -1.031 -1.466 0.23
C 0.401 2.288 4.246 -0.70
H 1.745 -2.700 -0.809 0.23
H 0.249 3.200 4.908 0.24
H -4.708 -1.587 -1.983 0.21
O -0.850 -1.776 -2.574 -0.53
H 1.463 2.052 4.052 0.24
C 0.944 -1.919 -0.922 -0.51
C -2.169 -1.926 -2.453 0.76
```

Output
- frontier orbital gap (eV) = 8.63
- max |F| (eV/A) = 5.82
- energy above the lowest of the compared OMol25 structures with the same formula, charge and spin (eV) = 6.593
- E_LUMO (eV) = 0.44
- HOMO level (eV) = -8.19

---

Entry 6:
ORCA calculation (ωB97M-V with the def2-TZVPD basis set) on a molecular structure, C39H40ClN2P2SY.

Geometry as XYZ:
```
86
Properties=species:S:1:pos:R:3:mulliken_charge:R:1
H 1.396 -5.033 -0.734 0.43
C -1.741 -3.983 -2.319 -0.59
C 1.932 3.872 -4.543 -0.59
C 1.591 -3.248 1.482 -0.97
H 2.014 5.770 -3.495 0.42
C 2.926 -4.360 -3.701 -0.56
C 2.095 4.325 2.721 -0.44
S -1.394 -0.492 2.373 -0.44
C -4.144 2.884 -0.093 -0.69
C 0.057 1.962 5.065 -0.99
H 2.622 4.823 3.536 0.45
H 3.893 3.894 1.607 0.44
Cl 3.058 -0.216 0.117 -0.44
C 0.679 2.895 -2.238 0.55
C -2.979 -4.528 -2.664 -0.63
H 2.687 2.801 -0.264 0.55
C -0.645 -4.180 1.508 -0.70
H 0.146 4.594 3.619 0.64
C -3.340 4.768 -1.386 -0.74
N -0.483 0.662 4.610 -0.24
H 1.047 -4.994 4.361 0.42
C -0.382 -4.753 2.754 -0.66
N 1.171 -0.147 3.101 0.47
H -3.035 -5.249 -3.482 0.43
H -0.695 2.748 4.940 0.36
C 0.850 -4.552 3.380 -0.69
C -4.047 -3.220 -0.929 -0.57
H 2.932 -6.065 -2.367 0.43
H -1.273 4.688 -1.990 0.44
H 2.386 -2.696 0.965 0.62
C -4.376 4.119 -0.710 -0.58
C 0.906 2.039 -3.333 -0.47
C 1.571 -2.476 -2.993 -0.42
C 2.549 -5.062 -2.554 -0.74
P -0.161 2.217 -0.774 1.54
H -1.067 3.446 1.775 0.47
H 2.796 -3.616 3.238 0.53
C -2.812 -2.678 -0.579 -0.30
H -1.151 -5.355 3.239 0.44
H -2.712 -0.126 -3.156 0.08
H 0.952 2.254 4.519 0.29
H -5.100 -4.584 -2.242 0.39
H -5.369 4.568 -0.669 0.40
H -2.693 1.339 0.340 0.26
H 3.607 -4.816 -4.421 0.40
H -0.850 -4.265 -2.879 0.38
C 0.018 3.571 1.728 -0.35
C 1.832 -3.785 2.749 -0.32
H -2.749 -1.936 0.221 0.24
H 1.203 -1.458 -3.146 0.34
C 1.677 -4.484 -1.631 0.16
H 0.929 4.902 -1.451 0.53
C 2.804 3.813 1.635 -0.88
H -3.514 5.726 -1.875 0.44
H 3.056 -0.601 3.909 0.32
H 1.874 -0.011 5.110 0.39
H 0.288 1.874 6.131 0.38
C 0.702 4.195 2.768 -0.93
H 2.649 1.129 3.935 0.34
Y 0.623 -0.052 0.617 -0.04
C -4.134 -4.156 -1.970 -0.66
H -1.614 -4.328 1.034 0.44
C -2.876 2.307 -0.137 -0.01
H -3.225 -0.060 -2.624 -0.08
C 1.171 -3.194 -1.847 -0.03
H -4.953 2.366 0.426 0.44
C 1.543 2.527 -4.472 -0.54
C -1.635 -3.089 -1.242 0.50
H 2.403 4.257 -5.447 0.41
C 2.255 0.120 4.091 -1.13
H 1.728 1.860 -5.315 0.44
C 2.435 -3.064 -3.917 -0.56
H 1.292 -1.119 2.733 -0.16
C 1.713 4.722 -3.454 -0.76
C -2.070 4.189 -1.444 -0.45
C -1.821 2.972 -0.800 0.36
C 0.723 3.107 0.603 -0.27
C -0.174 0.046 3.463 0.75
H 2.731 -2.512 -4.811 0.43
H 0.570 1.001 -3.269 0.19
H -4.946 -2.915 -0.391 0.45
P -0.022 -2.449 -0.681 2.01
C 0.327 -3.399 0.868 0.49
C 1.097 4.234 -2.299 -0.42
H -1.457 0.515 4.885 0.33
C 2.128 3.208 0.582 -0.17
```

Output
- frontier orbital gap (eV) = 7.69
- max |F| (eV/A) = 1.72
- E_LUMO (eV) = -6.06
- HOMO level (eV) = -13.76
- net charge = +2